Record 1
{
  "formula": "C4H8N2",
  "method": "wB97M-V/def2-TZVPD",
  "species": ["H", "N", "C", "N", "C", "C", "C", "H", "H", "H", "H", "H", "H", "H"],
  "xyz": [[0.81932, 0.05267, -3.25541], [1.39995, -0.53667, -2.62189], [1.04471, -0.41732, -1.40879], [-0.00434, 0.32975, -0.92040], [-0.09860, 0.58542, 0.46815], [-1.35572, 0.14035, 1.22923], [-0.01327, -0.49326, 1.56008], [1.56888, -1.05255, -0.66689], [-0.48154, 1.05005, -1.48934], [0.22973, 1.57034, 0.81856], [-2.06392, -0.48273, 0.74470], [-1.81379, 0.88278, 1.89839], [0.22675, -1.51577, 1.23467], [0.54183, -0.11305, 2.40895]],
  "forces_ev_per_a": [[0.473, -0.413, 0.563], [-0.264, 0.361, -0.562], [-0.094, -0.209, -0.617], [-0.042, 0.254, 0.139], [-1.364, -0.037, 1.564], [1.089, 0.733, 0.627], [0.214, 0.818, -1.130], [-0.398, 0.650, -0.205], [0.763, -1.033, 0.164], [0.188, -0.301, -0.281], [-0.377, -0.420, -0.597], [0.393, -0.532, -0.128], [-0.414, 0.529, 0.307], [-0.166, -0.402, 0.157]],
  "mulliken_charge": [0.202, -0.637, 0.093, -0.286, -0.099, -0.635, -0.563, 0.304, 0.246, 0.316, 0.281, 0.222, 0.335, 0.221],
  "gap_ev": 9.9,
  "mol_weight_g_mol": 84.12,
  "total_charge": 0,
  "smiles": "[H]/N=C\\NC1CC1"
}

=====

Record 2
{
  "formula": "C4H7N2",
  "method": "wB97M-V/def2-TZVPD",
  "species": ["C", "C", "C", "C", "N", "N", "H", "H", "H", "H", "H", "H", "H"],
  "xyz": [[-1.36830, -1.76089, 0.11793], [0.93775, 0.37420, -0.83101], [-1.43383, -0.81039, -0.69126], [1.27000, 0.60879, 0.50443], [-0.40609, 0.37887, -1.12391], [0.31917, 0.82015, 1.28001], [-0.95673, -2.27098, 0.99943], [1.67922, 0.11155, -1.69020], [-2.17980, -0.60168, -1.48460], [2.29953, 0.76368, 0.84829], [-0.61117, 0.29806, -2.12148], [-0.59693, 0.68198, 0.89089], [0.53328, 0.90041, 2.21150]],
  "forces_ev_per_a": [[0.834, -1.101, 2.274], [0.315, -1.025, -2.728], [-0.528, 2.142, -2.601], [3.771, 0.056, -3.178], [0.459, -1.374, -0.097], [-2.561, -0.156, 0.905], [-0.411, 0.254, -0.838], [-1.209, 0.866, 1.931], [0.060, -0.628, 0.941], [-0.400, -0.438, -0.191], [0.656, 0.555, 0.195], [-0.748, 0.324, 0.584], [-0.237, 0.525, 2.801]],
  "mulliken_charge": [-0.372, -0.052, -0.130, -0.139, -0.414, -0.137, 0.315, 0.326, 0.329, 0.396, 0.357, 0.306, 0.218],
  "gap_ev": [7.5, 8.2],
  "mol_weight_g_mol": 83.11,
  "total_charge": 1
}

=====

Record 3
{
  "formula": "FO2S2",
  "method": "wB97M-V/def2-TZVPD",
  "species": ["O", "O", "F", "S", "S"],
  "xyz": [[-2.30622, -0.50485, 0.38201], [1.29199, 1.30505, -0.14662], [1.39882, -1.23962, -0.25708], [-1.24224, 0.35983, -0.38550], [0.76497, 0.17413, 0.53175]],
  "forces_ev_per_a": [[0.841, 0.706, -0.915], [2.242, 2.308, -1.333], [-0.174, 0.828, 0.418], [-0.148, -1.302, 1.865], [-2.761, -2.540, -0.036]],
  "mulliken_charge": [-0.641, -0.486, -0.347, 0.005, 0.469],
  "gap_ev": 6.5,
  "mol_weight_g_mol": 115.13,
  "total_charge": -1
}

=====

Record 4
{
  "formula": "CH2FNO",
  "method": "wB97M-V/def2-TZVPD",
  "species": ["C", "N", "O", "F", "H", "H"],
  "xyz": [[0.06510, -0.29040, -0.18012], [0.16480, 0.72067, 0.80962], [1.18194, -0.29224, 0.48835], [-0.09912, -0.07655, -1.48058], [-1.88466, -1.62765, 0.05823], [0.57194, 1.56617, 0.30450]],
  "forces_ev_per_a": [[-2.545, -0.214, 0.493], [-0.377, 1.922, -0.924], [1.962, -1.452, -0.479], [0.799, 0.097, 0.180], [0.927, 0.510, -0.014], [-0.767, -0.863, 0.745]],
  "mulliken_charge": [0.472, -0.377, -0.256, -0.162, 0.073, 0.250],
  "gap_ev": [10.3, 9.4],
  "mol_weight_g_mol": 63.03,
  "total_charge": 0
}

=====

Record 5
{
  "formula": "C4H5NO2",
  "method": "wB97M-V/def2-TZVPD",
  "species": ["O", "C", "C", "C", "N", "C", "O", "H", "H", "H", "H", "H"],
  "xyz": [[2.10315, -1.13897, 0.09793], [1.36918, -1.27126, -0.83191], [0.36980, 1.19574, -0.07816], [-0.93912, 1.53898, 0.59392], [-0.52281, 0.18918, 0.29909], [-0.79945, -1.02601, 0.05508], [0.05895, -1.73941, -0.70960], [1.61058, -1.12803, -1.89074], [1.26774, 1.21394, 0.54418], [-1.75261, 1.90829, -0.03303], [-1.03235, 1.77315, 1.65385], [-1.73307, -1.51561, 0.29940]],
  "forces_ev_per_a": [[-0.451, -0.061, -0.417], [0.513, 0.014, 0.317], [0.134, 0.150, -0.033], [-0.341, 0.167, 0.186], [-0.083, -0.461, -0.234], [0.014, 0.356, 0.033], [-0.069, 0.022, 0.038], [0.067, -0.166, 0.128], [-0.087, 0.025, -0.124], [0.117, -0.008, 0.176], [0.044, -0.136, -0.077], [0.140, 0.097, 0.007]],
  "mulliken_charge": [-0.439, 0.142, -0.707, -0.219, 0.073, 0.044, -0.303, 0.370, 0.210, 0.207, 0.228, 0.393],
  "gap_ev": [8.3, 8.3],
  "mol_weight_g_mol": 99.09,
  "total_charge": 0
}

=====

Record 6
{
  "formula": "C20H50O10",
  "method": "wB97M-V/def2-TZVPD",
  "species": ["C", "C", "O", "C", "H", "H", "H", "H", "H", "H", "C", "C", "O", "C", "H", "H", "H", "H", "H", "H", "C", "C", "O", "C", "H", "H", "H", "H", "H", "H", "C", "C", "O", "C", "H", "H", "H", "H", "H", "H", "C", "C", "O", "C", "H", "H", "H", "H", "H", "H", "C", "O", "H", "H", "H", "H", "C", "O", "H", "H", "H", "H", "C", "O", "H", "H", "H", "H", "C", "O", "H", "H", "H", "H", "C", "O", "H", "H", "H", "H"],
  "xyz": [[-1.33284, 0.51105, 3.98553], [-0.27253, 0.73992, 5.07067], [-0.60326, 0.81991, 6.26563], [1.18575, 0.83008, 4.73674], [-0.81375, 0.11943, 3.11073], [-1.85293, 1.42623, 3.70263], [-2.03791, -0.17564, 4.45396], [1.41096, 0.49722, 3.72353], [1.70840, 0.29994, 5.53291], [1.52074, 1.85567, 4.89180], [-4.33315, -0.80751, -1.96451], [-4.46714, -1.42077, -3.32906], [-3.46918, -1.71952, -3.96069], [-5.85038, -1.53078, -4.00124], [-4.69558, -1.48959, -1.19542], [-4.87816, 0.12568, -2.10666], [-3.29086, -0.56824, -1.75360], [-5.78336, -1.53075, -5.08917], [-6.47643, -0.69174, -3.69764], [-6.31081, -2.46143, -3.66962], [3.19202, -2.85468, 0.30241], [4.26707, -3.47921, -0.50459], [4.64382, -4.61423, -0.28605], [4.75243, -2.77617, -1.78065], [2.38445, -2.46500, -0.31732], [3.65469, -1.98179, 0.76294], [2.85142, -3.48255, 1.12573], [3.95400, -2.69493, -2.51820], [5.61247, -3.28216, -2.21929], [5.02218, -1.75738, -1.50241], [2.04935, 4.24547, -0.90248], [2.57365, 5.66538, -0.68565], [2.76068, 6.07978, 0.47414], [2.77923, 6.59131, -1.89219], [2.76144, 3.69734, -1.51940], [1.08961, 4.25258, -1.41915], [1.86936, 3.56080, -0.07368], [3.55757, 6.20299, -2.54907], [3.13186, 7.54988, -1.51155], [1.90657, 6.83267, -2.49908], [-0.99700, -5.36712, 2.14028], [-0.52337, -3.91611, 2.26908], [0.63358, -3.56234, 2.34709], [-1.63454, -2.88646, 2.07739], [-0.46021, -5.70199, 1.25268], [-2.06917, -5.52784, 2.02750], [-0.61158, -5.91019, 3.00321], [-1.10197, -1.95898, 1.86702], [-2.31395, -2.71921, 2.91317], [-2.15790, -3.26288, 1.19846], [-0.27327, 4.06776, 1.63964], [-1.25224, 4.05466, 2.66041], [0.32374, 4.97811, 1.58551], [0.37081, 3.18887, 1.66776], [-0.71450, 4.05502, 0.64302], [-2.00892, 4.57165, 2.37447], [0.77372, 0.18644, 0.44582], [-0.30183, -0.57586, -0.07396], [0.56488, 0.64352, 1.41307], [1.58118, -0.51856, 0.64353], [1.14060, 0.97416, -0.21219], [-1.14312, -0.20931, 0.20794], [-2.82845, 1.63689, 0.73806], [-2.80351, 0.24342, 0.73335], [-3.68118, 1.97037, 0.14669], [-2.99007, 1.99094, 1.75621], [-1.98470, 2.16115, 0.28933], [-3.50756, -0.15558, 1.24978], [-0.31968, -2.36316, -3.22794], [0.49796, -2.32079, -2.04867], [0.12506, -2.87973, -4.07851], [-1.30877, -2.77650, -3.03056], [-0.48907, -1.38150, -3.67036], [0.07552, -1.75213, -1.40077], [2.52069, 0.08377, -2.84604], [3.62183, 0.75138, -2.25220], [1.58999, 0.57233, -2.55762], [2.66428, 0.11992, -3.92594], [2.38829, -0.96779, -2.59144], [4.43299, 0.34439, -2.56522]],
  "forces_ev_per_a": [[0.935, 0.016, 0.656], [-1.202, 0.497, 2.519], [0.423, -0.210, -2.503], [-0.002, 0.175, 0.183], [-0.444, -0.271, -0.101], [0.170, 0.152, 0.188], [-0.103, -0.106, -0.429], [0.238, -0.063, 0.181], [0.139, -0.371, -0.350], [-0.151, 0.219, -0.321], [0.111, 0.021, -0.584], [0.653, -0.204, -1.607], [-0.457, -0.091, 0.297], [0.494, 0.215, 0.677], [-0.453, 0.393, 0.096], [-0.318, 0.064, 0.930], [-0.062, -0.175, -0.134], [0.302, -0.125, 0.170], [-0.139, -0.119, 0.101], [-0.169, 0.007, 0.004], [-0.029, 0.325, 1.353], [-0.626, -0.799, -1.466], [0.031, 0.941, 0.045], [0.817, 0.049, 0.114], [-0.047, -0.336, -0.437], [0.240, 0.261, 0.003], [-0.208, -0.148, -0.276], [-0.388, -0.329, 0.294], [-0.130, -0.045, 0.138], [0.000, 0.010, 0.235], [0.143, -0.333, -0.698], [-0.614, 0.673, 2.747], [-0.208, -0.834, -2.727], [0.494, 0.126, 0.582], [-0.016, 0.069, -0.424], [0.067, 0.291, -0.441], [0.391, 0.809, 0.697], [-0.071, -0.182, -0.084], [0.075, -0.115, 0.140], [-0.250, -0.560, 0.148], [1.209, 0.454, 0.301], [-1.454, 0.371, -0.080], [-0.026, -0.613, 0.033], [1.168, 0.094, -0.146], [-0.134, -0.445, -0.043], [0.170, 0.312, 0.063], [-0.045, -0.216, -0.094], [-0.395, 0.093, -0.161], [0.022, -0.450, 0.046], [-0.391, 0.390, -0.017], [-0.148, 0.421, -1.021], [0.245, -0.349, 0.048], [0.298, 0.014, 0.662], [-0.033, 0.047, 0.551], [-0.417, -0.256, -0.206], [0.065, 0.136, 0.030], [0.284, -0.342, 0.382], [0.641, 0.213, -0.169], [-0.351, 0.029, 0.037], [0.193, 0.095, -0.111], [-0.124, -0.044, -0.279], [-0.647, 0.044, 0.178], [-1.792, 1.296, 0.424], [1.249, -1.158, -0.557], [-0.213, 0.196, -0.066], [0.291, 0.313, -0.026], [0.494, -0.845, 0.165], [-0.030, 0.340, 0.075], [-0.391, 0.512, -0.189], [0.454, -0.766, -1.004], [0.454, -0.583, 0.584], [0.112, -0.141, 0.033], [-0.062, 0.444, 0.409], [-0.374, 0.397, 0.288], [0.044, -0.082, -0.804], [-0.001, -0.186, 0.780], [0.212, 0.188, -0.076], [-0.474, 0.095, -0.200], [0.232, -0.087, 0.401], [0.026, 0.171, -0.157]],
  "mulliken_charge": [0.071, 0.460, -0.599, -0.856, -0.347, 0.107, 0.390, 0.144, 0.368, 0.293, -0.620, 0.608, -0.512, -1.133, 0.295, 0.331, 0.077, 0.344, 0.337, 0.281, -0.491, 0.788, -0.120, -0.873, -0.109, 0.422, 0.465, 0.283, 0.392, 0.260, -0.776, 0.732, -0.550, -1.185, 0.389, 0.367, 0.018, 0.321, 0.338, 0.335, -1.054, 0.611, -0.609, -0.441, 0.285, 0.322, 0.351, -0.324, 0.424, 0.381, -0.612, -0.500, 0.416, 0.104, 0.310, 0.311, 0.405, -0.018, -0.270, -0.257, 0.113, -0.007, -0.614, -0.445, 0.398, 0.307, 0.125, 0.241, -0.833, -0.402, 0.433, 0.260, 0.280, 0.271, -0.520, -0.492, 0.175, 0.518, 0.048, 0.265],
  "gap_ev": [6.4, 2.6],
  "multiplicity": 2,
  "mol_weight_g_mol": 450.61,
  "total_charge": 1
}